Entry 1:
{"formula": "C5H16O2", "method": "ωB97M-V with the def2-TZVPD basis set", "elements": ["C", "C", "C", "C", "C", "H", "H", "H", "H", "H", "H", "H", "H", "H", "H", "H", "H", "H", "H", "O", "H", "H", "O"], "positions_angstrom": [[0.4668, 0.3484, -1.3171], [1.4938, -0.6494, -0.7550], [1.0443, -1.3031, 0.5523], [1.9047, -2.5084, 0.9210], [-0.6398, -0.3470, -2.0960], [0.1113, 0.9534, -0.4781], [0.9741, 1.0486, -1.9795], [2.4385, -0.1477, -0.5775], [1.6990, -1.4163, -1.5056], [0.0116, -1.6552, 0.3986], [1.0003, -0.5668, 1.3498], [1.6203, -3.3420, 0.2954], [2.9473, -2.2919, 0.7046], [1.8028, -2.7241, 1.9780], [-0.2005, -1.0716, -2.7938], [-1.2357, -0.9758, -1.4464], [-1.3312, 0.3057, -2.6408], [-2.3735, 3.0068, 3.7878], [-2.3556, 1.6262, 4.3950], [-1.7542, 2.3152, 4.0811], [-2.1105, 3.7301, -0.6209], [-2.6677, 2.5362, -1.4971], [-2.8462, 3.1288, -0.7558]], "atomic_forces_ev_per_a": [[0.46, 0.05, -0.03], [-0.29, 0.18, 0.11], [-0.55, -0.39, -0.69], [-0.03, 0.78, -0.10], [-0.08, -0.50, 0.04], [-0.33, -0.04, -0.09], [0.12, 0.05, -0.12], [0.28, 0.19, 0.03], [-0.02, -0.11, -0.03], [0.14, 0.12, 0.23], [0.12, 0.15, 0.11], [-0.05, -0.45, 0.06], [0.25, 0.00, 0.13], [0.01, -0.40, 0.09], [0.00, 0.38, -0.18], [-0.32, -0.02, 0.32], [0.28, 0.02, 0.11], [0.47, -0.27, 0.08], [0.27, 0.02, -0.03], [-0.74, 0.24, -0.06], [0.19, -0.21, -0.33], [0.32, 0.38, 0.22], [-0.49, -0.18, 0.12]], "mulliken_charge": [-0.38, -0.64, -0.27, -1.25, -1.18, 0.29, 0.29, 0.33, 0.31, 0.22, 0.33, 0.33, 0.30, 0.36, 0.34, 0.30, 0.33, 0.32, 0.32, -0.64, 0.32, 0.32, -0.64], "total_charge": 0, "e_homo_ev": -10.9585, "lumo_ev": 0.8, "smiles": "CCCCC.O.O", "relative_energy_ev": 0.429}

***

Entry 2:
{"formula": "C2H2FNO", "method": "ωB97M-V with the def2-TZVPD basis set", "elements": ["C", "C", "N", "O", "F", "H", "H"], "positions_angstrom": [[-2.5537, 0.6308, 0.0226], [-0.1964, -0.0393, -0.0423], [-3.7601, 0.7947, 0.1193], [-1.3630, 0.2813, -0.3282], [-4.5229, -0.8127, 0.0344], [0.5457, -0.1602, -0.9151], [0.1964, -0.0590, 0.9574]], "atomic_forces_ev_per_a": [[-1.52, 0.19, 0.15], [5.95, -1.30, -0.02], [3.92, -0.31, -0.10], [-6.41, 1.38, -1.81], [0.01, -0.26, -0.03], [-1.63, 0.30, 1.41], [-0.33, 0.00, 0.39]], "mulliken_charge": [0.58, -0.26, -0.29, -0.22, -0.35, 0.24, 0.31], "total_charge": 0, "e_homo_ev": [-10.4924, -9.0346], "lumo_ev": [-0.8, -1.7], "relative_energy_ev": 6.606}